--- one ---
Below is a gas-phase ion, C2H6NO (charge -1), with properties calculated with ωB97M-V with the def2-TZVPD basis set.

Geometry as XYZ:
```
10
Properties=species:S:1:pos:R:3:mulliken_charge:R:1
O 0.004 -1.619 -0.758 -0.91
N -0.163 0.738 -0.409 -0.56
C -0.904 -0.560 -0.548 -0.28
C 0.774 0.437 0.719 -0.90
H -1.668 -0.406 -1.333 0.24
H 1.572 -0.206 0.395 0.29
H 0.475 0.972 -1.257 0.25
H -1.408 -0.757 0.443 0.20
H 1.049 1.368 1.197 0.34
H 0.270 0.032 1.550 0.32
```

- LUMO level: 4.8 eV
- Gap between HOMO and LUMO: 0.25322 hartree
- HOMO energy: -2.111 eV
- Charge: -1
- SMILES: CNC[O-]

---

--- two ---
Below is a gas-phase ion, C2H6NO (charge -1), with properties calculated with ωB97M-V with the def2-TZVPD basis set.

Geometry as XYZ:
```
10
Properties=species:S:1:pos:R:3:mulliken_charge:R:1
O 2.030 0.895 -0.277 -0.86
N -1.263 -0.716 0.390 -0.66
C 0.708 0.737 -0.337 -0.36
C 0.208 -0.617 0.215 -0.41
H -1.684 -0.592 -0.526 0.23
H 0.107 1.500 0.250 0.09
H 0.278 0.827 -1.375 0.14
H 0.665 -0.716 1.202 0.29
H -1.543 0.118 0.899 0.24
H 0.494 -1.436 -0.440 0.30
```

- LUMO level: 4.9 eV
- Gap between HOMO and LUMO: 0.25796 hartree
- HOMO energy: -2.148 eV
- Charge: -1
- SMILES: NCC[O-]

---

Tell me which of them is the most stable. Sure, it is two.

---

--- one ---
Below is 2 unconnected molecules or ions with the total composition CH4O3, with properties calculated with ωB97M-V with the def2-TZVPD basis set.

Geometry as XYZ:
```
8
Properties=species:S:1:pos:R:3:mulliken_charge:R:1
O -1.252 -0.544 -0.012 -0.35
O -0.247 1.969 -0.868 -0.63
O 0.800 -1.444 0.184 -0.43
C -0.312 -0.790 0.656 0.15
H -0.538 1.760 -1.758 0.32
H 1.165 -1.961 0.900 0.33
H -0.169 -0.409 1.680 0.32
H 0.554 1.418 -0.783 0.30
```

- LUMO level: 0.5 eV
- Gap between HOMO and LUMO: 0.42591 hartree
- HOMO energy: -11.052 eV
- Charge: 0
- SMILES: O=CO.O

---

--- two ---
Below is 2 unconnected molecules or ions with the total composition CH4O3, with properties calculated with ωB97M-V with the def2-TZVPD basis set.

Geometry as XYZ:
```
8
Properties=species:S:1:pos:R:3:mulliken_charge:R:1
O 3.123 0.179 -0.363 -0.01
O -1.289 -0.890 -0.275 -0.50
O 2.804 -0.900 0.198 -0.01
C -0.734 0.341 0.133 -0.35
H -1.174 0.694 1.055 0.25
H 0.322 0.181 0.311 0.08
H -0.832 1.131 -0.625 0.24
H -2.220 -0.736 -0.433 0.30
```

- LUMO level: -2.6 eV
- Gap between HOMO and LUMO: 0.28789 hartree
- HOMO energy: -10.423 eV
- Charge: 0
- SMILES: O=O.CO

---

Tell me which of them is the most stable. Sure, it is one.

---

--- one ---
Below is 3 unconnected molecules or ions with the total composition C3H12NO4, with properties calculated with ωB97M-V with the def2-TZVPD basis set.

Geometry as XYZ:
```
20
Properties=species:S:1:pos:R:3:mulliken_charge:R:1
O -1.291 1.700 0.920 -0.61
O -1.465 -0.599 -1.174 -0.42
O -2.817 -1.183 1.769 -0.60
O 0.051 -2.236 -1.608 -0.45
N 1.082 0.504 -0.002 -0.07
C 2.487 0.937 0.226 -0.88
C 0.875 -0.076 -1.379 -0.44
C -0.357 -0.984 -1.366 0.36
H -0.675 -2.878 -1.638 0.38
H 2.743 1.633 -0.560 0.39
H 0.786 -0.223 0.649 0.36
H -1.783 0.964 1.309 0.28
H 0.421 1.282 0.129 0.34
H 3.117 0.058 0.160 0.37
H 2.595 1.482 1.154 0.35
H 1.794 -0.579 -1.652 0.40
H -1.867 2.465 1.008 0.30
H 0.724 0.697 -2.133 0.33
H -3.645 -0.860 2.140 0.31
H -2.774 -2.105 2.047 0.30
```

- LUMO level: -3.1 eV
- Gap between HOMO and LUMO: 0.43026 hartree
- HOMO energy: -14.761 eV
- Charge: +1

---

--- two ---
Below is 3 unconnected molecules or ions with the total composition C3H12NO4, with properties calculated with ωB97M-V with the def2-TZVPD basis set.

Geometry as XYZ:
```
20
Properties=species:S:1:pos:R:3:mulliken_charge:R:1
O 1.238 -0.550 -1.088 -0.57
O -1.184 -2.204 0.418 -0.61
O -0.119 -0.785 -2.855 -0.44
O 1.838 0.241 2.682 -0.66
N -0.434 0.454 1.011 -0.25
C 0.309 -0.160 -1.749 0.47
C -0.537 1.043 -1.437 -0.44
C -0.340 1.528 -0.028 -0.77
H 0.647 1.983 0.124 0.37
H -1.000 -3.102 0.731 0.32
H 1.559 -0.396 3.350 0.33
H -0.229 1.846 -2.098 0.35
H 2.692 -0.090 2.372 0.33
H -1.565 0.815 -1.735 0.33
H -0.446 0.951 1.898 0.36
H 0.354 -0.188 0.914 0.44
H -1.317 -0.046 0.907 0.32
H -0.950 2.403 0.222 0.43
H -1.079 -2.300 -0.537 0.31
H 0.562 -1.443 -3.101 0.39
```

- LUMO level: -3.0 eV
- Gap between HOMO and LUMO: 0.43713 hartree
- HOMO energy: -14.906 eV
- Charge: +1

---

Tell me which of them is the most stable. Sure, it is two.

---

--- one ---
Below is a single C4H6N2OS molecule, with properties calculated with ωB97M-V with the def2-TZVPD basis set.

Geometry as XYZ:
```
14
Properties=species:S:1:pos:R:3:mulliken_charge:R:1
S -0.648 -2.556 -1.405 -0.29
O -0.253 -0.271 -0.375 -0.30
N 0.497 2.604 1.527 -0.58
N -0.792 0.551 2.007 -0.46
C 1.245 1.576 -0.930 -0.60
C 0.253 -1.384 -0.772 -0.02
C 0.068 1.416 1.281 0.08
C 0.547 0.863 0.073 0.55
H -1.457 1.015 2.593 0.24
H 0.105 2.950 2.489 0.22
H 1.777 2.530 -0.799 0.36
H 1.139 1.400 -2.168 0.20
H -1.143 -0.351 1.619 0.26
H 1.340 -1.393 -0.895 0.33
```

- LUMO level: -0.3 eV
- Gap between HOMO and LUMO: 0.31803 hartree
- HOMO energy: -8.914 eV
- Charge: 0
- SMILES: [H]/N=C(\N)C(=C)OC=S

---

--- two ---
Below is a single C4H6N2OS molecule, with properties calculated with ωB97M-V with the def2-TZVPD basis set.

Geometry as XYZ:
```
14
Properties=species:S:1:pos:R:3:mulliken_charge:R:1
S 2.767 -0.833 -0.139 -0.15
O -2.402 -1.148 -0.090 -0.54
N 1.199 0.158 -0.398 -0.16
N -0.189 1.874 -0.106 -0.51
C 0.079 -0.482 0.317 0.08
C -0.823 0.772 0.385 -0.22
C -1.222 -0.480 -0.545 -0.18
C 1.110 1.569 -0.266 -0.12
H 2.578 -0.947 1.464 0.17
H 0.187 -1.115 1.319 0.21
H 1.742 2.119 -0.788 0.41
H -1.121 -0.528 -1.739 0.28
H -2.571 -2.065 -0.727 0.36
H -1.335 1.108 1.313 0.36
```

- LUMO level: 0.2 eV
- Gap between HOMO and LUMO: 0.31915 hartree
- HOMO energy: -8.495 eV
- Charge: 0
- SMILES: O[C@H]1[C@@H]2N=CN(S)[C@H]12

---

--- three ---
Below is a single C4H6N2OS molecule, with properties calculated with ωB97M-V with the def2-TZVPD basis set.

Geometry as XYZ:
```
14
Properties=species:S:1:pos:R:3:mulliken_charge:R:1
S 1.168 -2.323 -0.129 -0.40
O -4.267 0.479 -0.203 -0.36
N 0.890 0.324 0.111 -0.17
N -1.006 -0.791 0.496 -0.17
C -1.859 0.302 0.159 -0.47
C 2.263 0.503 -0.225 -0.80
C 0.323 -0.908 0.227 0.27
C -3.122 0.306 -0.142 0.56
H 2.585 -0.326 -0.871 0.31
H 3.115 0.550 0.639 0.21
H -1.402 -1.707 0.510 0.23
H 0.423 0.998 0.583 0.24
H 2.243 1.518 -0.757 0.29
H -1.354 1.076 -0.398 0.26
```

- LUMO level: 0.1 eV
- Gap between HOMO and LUMO: 0.31000 hartree
- HOMO energy: -8.325 eV
- Charge: 0
- SMILES: CNC(=S)NC=C=O

---

--- four ---
Below is a molecular structure, C4H6N2OS, with properties calculated with ωB97M-V with the def2-TZVPD basis set.

Geometry as XYZ:
```
14
Properties=species:S:1:pos:R:3:mulliken_charge:R:1
S -1.047 -0.322 -2.801 -0.72
O -0.834 -2.760 0.779 -0.43
N 0.520 -0.481 1.610 -0.64
N -0.042 0.527 -0.318 0.05
C -0.133 -0.547 0.432 0.78
C -0.909 -1.644 0.051 -0.17
C 0.658 1.408 0.423 -0.29
C 1.003 0.754 1.600 -0.31
H -1.448 -1.624 -0.883 0.31
H 0.555 2.519 0.109 0.32
H -0.209 -2.571 1.498 0.42
H -0.571 0.343 -1.233 0.16
H 0.097 -1.005 -2.551 0.08
H 1.670 1.169 2.279 0.46
```

- LUMO level: -1.9 eV
- Gap between HOMO and LUMO: 0.21533 hartree
- HOMO energy: -7.793 eV
- Charge: 0

---

Tell me which of them is the most stable. Sure, it is three.